a) Density functional theory data (ωB97M-V with the def2-TZVPD basis set) for one molecule with the formula CHN3O2.

Element x y z (Å)
O 1.829 -1.251 -0.019
C 0.850 -0.582 -0.112
N 0.629 0.725 0.119
N -0.671 0.860 0.036
N -1.378 -0.170 -0.305
O -0.454 -1.106 -0.506
H -0.804 1.523 0.787

Output
Frontier orbital gap (spin up / spin down) ... 0.3409 / 0.3409 Ha
Net charge ... 0

***

b) Density functional theory data (ωB97M-V with the def2-TZVPD basis set) for one molecule with the formula CHN3O2.

Element x y z (Å)
C 0.658 0.477 -0.140
H -0.035 -0.289 1.753
N -0.030 0.190 -1.419
N -1.013 -0.500 -1.190
N -0.105 -0.158 0.777
O 1.701 1.057 0.028
O -1.174 -0.776 0.191

Output
SMILES ... O=c1nno[nH]1
Frontier orbital gap ... 0.3853 Ha
Net charge ... 0

***

Q: Which of them is the least stable? A: a).

***

a) Density functional theory data (ωB97M-V with the def2-TZVPD basis set) for a 2-piece molecular cluster, CHN3O2 overall.

Element x y z (Å)
C -0.590 -0.148 -1.368
N 3.388 -1.513 -0.994
N 2.728 -0.884 -1.610
N -0.191 -1.144 -0.839
O -1.048 0.907 -1.561
O 1.926 -0.305 -2.219
H 0.117 -1.881 -1.364

Output
SMILES ... N#[N+][O-].N=C=O
Frontier orbital gap ... 0.4289 Ha
Net charge ... 0

***

b) Density functional theory data (ωB97M-V with the def2-TZVPD basis set) for one molecule with the formula CHN3O2.

Element x y z (Å)
O -0.417 0.662 1.895
C -0.229 0.701 0.707
N 0.192 -0.741 0.111
N 0.300 -0.681 -1.160
N 0.215 0.219 -1.875
O -0.241 1.481 -0.254
H 0.181 -1.642 0.575

Output
Frontier orbital gap ... 0.3427 Ha
Net charge ... 0

***

Q: Which of them is the least stable? A: b).

***

a) Density functional theory data (ωB97M-V with the def2-TZVPD basis set) for a 2-piece molecular cluster, C2H3N2O2 overall.

Element x y z (Å)
C 1.880 -1.702 -1.857
C -0.696 0.216 -0.433
N 1.793 -2.793 -1.443
N 0.646 0.923 -2.405
O 2.152 -0.592 -2.341
O -0.367 0.379 -2.088
H -0.086 0.993 0.151
H -0.300 -0.762 -0.188
H -1.785 0.175 -0.414

Output
Frontier orbital gap ... 0.2694 Ha
Net charge ... -1

***

b) Density functional theory data (ωB97M-V with the def2-TZVPD basis set) for an isolated ion of composition C2H3N2O2 and charge -1.

Element x y z (Å)
C 0.662 0.272 0.009
C 1.182 -1.058 -0.052
N -0.660 0.602 0.183
N -1.806 0.016 -0.085
O -2.837 0.728 0.072
O 0.591 -2.108 0.119
H 1.307 1.091 -0.166
H 2.159 -1.101 -0.409
H -0.598 1.558 0.328

Output
SMILES ... O=NN/C=C\[O-]
Frontier orbital gap (spin up / spin down) ... 0.2456 / 0.2456 Ha
Net charge ... -1

***

c) Density functional theory data (ωB97M-V with the def2-TZVPD basis set) for a 2-piece molecular cluster, C2H3N2O2 overall.

Element x y z (Å)
C 0.713 1.272 1.726
C 0.058 -0.954 -0.866
N -1.975 0.338 -1.126
N -1.026 0.224 -0.381
O 0.144 0.683 2.550
O 1.257 2.046 1.024
H -0.102 -1.147 -1.960
H -0.090 -1.925 -0.441
H 1.022 -0.537 -0.526

Output
Frontier orbital gap ... 0.1535 Ha
Net charge ... -1

***

d) Density functional theory data (ωB97M-V with the def2-TZVPD basis set) for a 2-piece molecular cluster, C2H3N2O2 overall.

Element x y z (Å)
C -1.868 0.491 -1.215
C 1.119 -0.900 0.821
N -2.125 -0.610 -1.065
N 0.838 0.390 0.599
O 1.714 1.341 0.727
O -0.361 0.670 0.398
H -1.853 1.463 -1.570
H 0.449 -1.602 0.264
H 2.086 -1.243 1.042

Output
Frontier orbital gap ... 0.2651 Ha
Net charge ... -1

***

Q: Which of them is the least stable? A: a).

***

a) Density functional theory data (ωB97M-V with the def2-TZVPD basis set) for one molecule with the formula C3H4N2S2.

Element x y z (Å)
C 1.112 -1.377 0.482
C -1.184 -0.372 0.170
C -0.553 0.787 -0.413
N 2.210 -1.259 0.126
N -0.269 -1.378 0.688
S -2.823 -0.735 0.264
S 0.485 1.659 0.785
H 0.153 0.477 -1.146
H -1.265 1.533 -0.751
H -0.730 -2.173 1.146
H 1.408 1.930 -0.179

Output
SMILES ... N#CNC(=S)CS
Frontier orbital gap ... 0.3220 Ha
Net charge ... 0

***

b) Density functional theory data (ωB97M-V with the def2-TZVPD basis set) for one molecule with the formula C3H4N2S2.

Element x y z (Å)
C -1.809 -0.828 -0.001
C 0.061 0.675 -0.055
C 2.251 -0.020 0.140
H -1.087 -1.716 -0.317
H -1.986 1.282 0.176
H 0.202 1.729 -0.119
H 2.731 0.963 -0.200
N -1.255 0.470 0.014
N 0.950 -0.256 0.285
S -3.341 -1.089 0.067
S 3.283 -1.210 0.010

Output
SMILES ... S=C/N=C/NC=S
Frontier orbital gap ... 0.2715 Ha
Net charge ... 0

***

c) Density functional theory data (ωB97M-V with the def2-TZVPD basis set) for C3H4N2S2 as an isolated structure.

Element x y z (Å)
C 0.828 0.032 0.221
C 0.305 1.414 0.669
C -1.191 1.462 -0.009
H -1.995 -0.265 -0.484
H 0.339 -1.764 -0.508
H 1.149 2.222 0.113
H 0.467 1.325 2.031
N -0.027 -0.954 -0.294
N -2.291 1.471 -0.656
S -1.476 -1.329 0.241
S 2.515 -0.083 -0.227

Output
Frontier orbital gap ... 0.3035 Ha
Net charge ... 0

***

Q: Which of them is the least stable? A: c).